A 9-piece molecular cluster, C45H106O11P overall, computed with ωB97M-V with the def2-TZVPD basis set.

Last column: Löwdin charge in e.
Positions of all 163 atoms, in Å:
P -1.59 1.90 -1.04  0.53
O 0.73 0.33 6.78  -0.06
O 1.42 6.07 -4.67  -0.06
O -0.41 -2.82 -4.21  -0.06
O -2.46 2.33 -2.47  -0.35
O 6.44 -2.67 3.87  -0.06
O -7.01 2.15 1.16  0.08
O 0.53 3.60 -9.04  -0.07
O -1.95 -5.32 1.90  -0.06
O 2.40 -5.55 4.87  -0.06
O -5.85 -1.37 2.07  -0.05
O -4.72 2.43 1.17  -0.07
C -0.04 -3.54 -6.48  -0.07
C -5.04 -1.31 4.33  -0.06
C 0.14 -0.49 -0.74  -0.22
C -1.14 -0.49 8.05  -0.07
C 5.09 2.15 2.53  -0.28
C -1.12 -5.29 4.15  -0.06
C 1.17 2.98 -0.81  -0.27
C -0.06 2.82 -1.80  -0.30
C -7.46 -0.90 3.79  -0.06
C -6.03 2.82 1.34  -0.51
C -1.64 2.97 -9.87  -0.07
C -0.64 -1.39 0.34  -0.19
C 7.20 -3.14 1.63  -0.07
C -2.38 1.05 -4.63  -0.20
C 0.60 -3.22 -5.14  -0.50
C 2.74 -6.93 5.01  -0.50
C -3.13 1.38 -3.23  -0.32
C -0.56 -0.77 1.80  -0.14
C -6.20 -1.66 3.42  -0.50
C 6.67 -0.80 2.37  -0.07
C -4.44 1.95 -0.19  -0.21
C -0.69 0.28 6.82  -0.51
C 1.74 5.27 -6.91  -0.07
C -3.12 1.09 -0.15  -0.25
C 1.35 -4.43 -4.58  -0.07
C -2.30 -5.60 3.25  -0.50
C -2.67 -0.49 -4.99  -0.13
C -2.04 3.58 -0.19  -0.22
C -1.25 1.70 6.82  -0.06
C -0.63 2.82 -8.75  -0.49
C 3.28 -7.45 3.68  -0.06
C 3.50 3.51 0.98  -0.21
C 3.75 -7.09 6.13  -0.07
C -0.95 0.19 -1.72  -0.28
C -3.53 -4.80 3.63  -0.06
C -6.28 4.29 1.90  0.00
C 3.48 4.19 -0.45  -0.23
C 3.19 4.48 -5.03  -0.07
C -0.23 1.37 -8.55  -0.06
C 6.31 -2.27 2.50  -0.49
C -0.55 -0.08 2.77  0.05
C 2.01 4.31 -1.08  -0.20
C 4.25 2.29 3.89  -0.12
C 4.98 3.46 1.61  -0.21
C 2.41 5.65 -5.60  -0.50
H 3.35 -6.70 7.07  0.08
H 7.36 -2.55 4.13  0.08
H 4.69 1.25 1.98  0.09
H -7.77 -1.12 4.81  0.07
H 0.33 2.33 -2.74  0.06
H -2.55 -1.17 -4.11  0.05
H 8.25 -3.04 1.93  0.08
H 0.71 -3.84 -7.22  0.08
H 3.97 4.15 -5.72  0.08
H 0.83 3.02 0.26  0.09
H 3.40 1.53 3.91  0.08
H -0.36 3.87 -2.11  0.07
H 7.11 -2.87 0.58  0.08
H -2.23 -0.56 8.10  0.08
H 4.66 -6.52 5.91  0.08
H 1.91 2.12 -0.89  0.10
H 4.18 3.65 -1.16  0.11
H -0.77 -4.35 -6.38  0.08
H -6.93 4.90 1.22  0.08
H -5.68 -0.42 2.01  0.08
H -1.74 -1.49 0.10  0.09
H -3.47 0.41 -2.79  0.10
H 1.52 5.18 -0.53  0.11
H -4.11 1.88 -3.59  0.12
H 2.89 4.11 1.70  0.12
H 6.16 1.93 2.80  0.09
H -0.78 0.00 8.96  0.08
H 2.55 -7.31 2.89  0.08
H -2.82 1.65 -5.48  0.09
H 0.50 1.28 -7.75  0.08
H -1.75 -0.59 -1.82  0.05
H 1.03 0.79 7.57  0.08
H -2.83 0.99 0.95  0.08
H 3.66 4.76 -4.08  0.07
H -4.14 -1.86 4.04  0.05
H -0.45 0.68 3.57  0.04
H -0.45 0.28 -2.73  0.06
H 4.02 -8.14 6.27  0.08
H -1.22 2.63 -10.82  0.08
H 2.53 3.64 -4.81  0.08
H -0.22 -2.44 0.36  0.09
H -0.84 -4.23 4.08  0.09
H -0.89 2.26 7.69  0.08
H 0.80 0.25 -0.23  0.08
H -2.34 3.37 0.89  0.04
H 3.91 5.24 -0.33  0.11
H 6.57 -0.46 1.34  0.09
H -3.84 -5.01 4.66  0.08
H -1.75 -4.37 1.84  0.08
H 1.79 -4.19 -3.62  0.08
H 5.20 4.37 2.23  0.10
H 0.24 0.97 -9.46  0.08
H 6.94 -4.20 1.74  0.07
H 5.27 -2.42 2.22  0.14
H 4.91 2.06 4.77  0.06
H 3.53 -8.51 3.75  0.08
H 1.82 -7.46 5.26  0.14
H -1.02 -0.24 5.92  0.13
H -3.37 0.06 -0.50  0.06
H -1.17 4.30 -0.11  0.02
H 6.04 -0.19 3.01  0.05
H -2.55 2.40 -9.67  0.08
H 0.82 5.33 -4.51  0.08
H -0.24 -5.87 3.85  0.07
H -1.02 -3.56 -4.11  0.09
H -4.49 2.74 -0.98  0.11
H 1.29 -2.38 -5.25  0.14
H 7.71 -0.63 2.69  0.09
H -1.91 4.02 -10.01  0.08
H 0.80 -1.16 -1.38  0.09
H -6.40 -2.73 3.48  0.13
H 1.17 6.11 -7.31  0.08
H -0.72 -1.50 8.04  0.08
H 3.20 -5.06 4.65  0.09
H 0.91 3.26 -9.86  0.09
H 5.78 3.35 0.83  0.10
H 1.03 4.45 -6.76  0.07
H 3.81 3.31 4.04  0.07
H -0.83 1.60 0.15  0.00
H -7.32 0.18 3.70  0.08
H -1.05 3.21 -7.82  0.14
H -2.85 4.14 -0.76  0.04
H -3.35 -3.73 3.54  0.06
H -1.35 -5.51 5.20  0.08
H -1.29 1.26 -4.57  0.09
H -4.78 -0.25 4.26  0.08
H -0.91 2.24 5.93  0.08
H -0.59 -2.67 -6.86  0.07
H 3.15 2.43 0.96  0.10
H -2.00 -0.88 -5.81  0.04
H -2.53 -6.67 3.31  0.13
H -5.27 -1.54 5.37  0.08
H -4.37 -5.04 2.97  0.08
H -6.82 4.14 2.89  0.08
H -5.30 1.23 -0.43  0.12
H -5.29 4.76 2.13  0.08
H -1.10 0.75 -8.31  0.08
H 2.47 4.96 -7.66  0.08
H -8.28 -1.16 3.11  0.08
H 2.14 -4.75 -5.26  0.08
H 4.17 -6.89 3.39  0.08
H 2.08 4.59 -2.17  0.08
H -2.34 1.69 6.83  0.08
H 3.08 6.50 -5.77  0.13
H 0.67 -5.27 -4.42  0.08
H -3.74 -0.61 -5.36  0.07

Values from the calculation:
Energy relative to the best compared isomer or geometry (same formula, charge and spin) ... 0.0 kcal per mole
HOMO ... -0.144 Eh
Max |F| ... 0.0694 hartree/bohr
Total energy ... -80189.9029 eV
Charge ... -1
Orbital gap ... 6.0 eV
Multiplicity ... 1